1.
The following is a DFT calculation (ωB97M-V with the def2-TZVPD basis set) of an isolated molecule of CH3FO2.

The HOMO energy comes out at -10.589 eV. As for the energy above the lowest of the compared OMol25 structures with the same formula, charge and spin: 83.0 kcal/mol. As for the SMILES: OOCF.

Element x y z (Å)
O: -1.425 -0.633 0.145
O: -0.548 0.129 -0.583
C: 0.710 0.200 -0.001
F: 1.578 -0.917 -0.281
H: -2.223 -0.256 -0.050
H: 1.203 1.128 -0.373
H: 0.706 0.349 1.143

Mulliken population analysis, charges in e, atoms 1 to 5: -0.28 -0.18 0.02 -0.27 0.30

***

2.
The following is a DFT calculation (ωB97M-V with the def2-TZVPD basis set) of a cluster of 2 separate species, C25H41FN4O7 in total.

The HOMO energy comes out at -6.063 eV.

Element x y z (Å)
C: 4.071 -0.038 5.070
C: 4.295 -1.020 4.166
C: 3.184 -1.497 3.189
O: 2.059 -1.153 3.428
O: 3.545 -2.250 2.091
C: 2.704 -3.428 1.951
C: 3.087 -4.570 2.969
C: 2.021 -4.848 4.096
C: 0.550 -5.073 3.539
C: -0.360 -3.754 3.719
C: -1.797 -4.243 4.123
C: -2.909 -3.126 4.135
C: -2.654 -2.097 5.321
O: -3.642 -1.800 6.015
O: -1.492 -1.615 5.596
N: -3.149 -2.465 2.829
O: -2.831 -3.282 1.731
C: -3.955 -3.310 0.955
N: -4.936 -3.203 0.384
C: -2.545 -1.148 2.741
O: -3.271 -0.197 2.740
N: -1.098 -0.895 2.673
C: -0.752 -0.721 1.283
O: -1.015 0.266 0.676
F: -0.054 -1.691 0.618
H: 3.306 0.749 4.867
H: 4.650 0.033 6.020
H: 5.291 -1.515 4.052
H: 1.620 -3.147 1.979
H: 2.888 -3.814 0.910
H: 3.300 -5.506 2.386
H: 4.052 -4.278 3.472
H: 2.316 -5.799 4.627
H: 2.067 -4.028 4.859
H: 0.587 -5.286 2.431
H: 0.048 -5.959 4.008
H: 0.155 -3.150 4.501
H: -0.382 -3.272 2.714
H: -2.092 -5.123 3.492
H: -1.722 -4.613 5.185
H: -3.870 -3.649 4.405
H: -0.970 0.044 3.072
C: -2.495 1.337 -2.354
C: -1.236 0.831 -3.044
C: 0.041 1.541 -2.599
C: 0.201 3.027 -2.900
N: 0.170 3.461 -4.364
C: 1.052 4.695 -4.561
C: 2.472 4.166 -4.637
C: 2.349 2.782 -5.264
C: 0.861 2.459 -5.295
C: -1.243 3.740 -4.861
C: -1.851 5.097 -4.501
C: -2.089 5.414 -3.028
H: -2.710 2.380 -2.599
H: -3.357 0.746 -2.667
H: -2.404 1.256 -1.269
H: -1.359 0.876 -4.131
H: -1.127 -0.230 -2.803
H: 0.907 0.995 -2.985
H: 0.114 1.435 -1.511
H: 1.166 3.340 -2.498
H: -0.553 3.598 -2.367
H: 0.767 5.149 -5.511
H: 0.891 5.392 -3.740
H: 2.912 4.090 -3.641
H: 3.115 4.827 -5.215
H: 2.907 2.044 -4.686
H: 2.758 2.766 -6.275
H: 0.627 1.438 -5.012
H: 0.477 2.627 -6.301
H: -1.880 2.921 -4.535
H: -1.202 3.695 -5.951
H: -2.825 5.134 -4.999
H: -1.270 5.907 -4.948
H: -2.608 4.601 -2.518
H: -2.715 6.304 -2.940
H: -1.158 5.632 -2.503

Mulliken population analysis, charges in e, atoms 1 to 5: -0.49 -0.46 0.72 -0.43 -0.46

***

| no. | maximum force (eV Å⁻¹) |
| --- | --- |
| 1 | 4.58 |
| 2 | 3.87 |